{
  "formula": "C42H55AsBN6OV",
  "method": "ωB97M-V/def2-TZVPD",
  "homo_lumo_gap_ev": [6.3, 7.0],
  "total_energy_ha": -5241.06981,
  "largest_force_ev_per_a": 1.668,
  "spin_multiplicity": 2,
  "e_homo_ev": [-16.8, -16.8],
  "e_above_lowest_ev": 0.000,
  "charge": 3,
  "elements": ["As", "V", "O", "N", "N", "N", "N", "N", "N", "C", "C", "C", "C", "C", "C", "C", "C", "C", "C", "C", "C", "C", "C", "C", "C", "C", "C", "C", "C", "C", "C", "C", "C", "C", "C", "C", "C", "C", "C", "C", "C", "C", "C", "C", "C", "C", "C", "C", "C", "C", "C", "B", "H", "H", "H", "H", "H", "H", "H", "H", "H", "H", "H", "H", "H", "H", "H", "H", "H", "H", "H", "H", "H", "H", "H", "H", "H", "H", "H", "H", "H", "H", "H", "H", "H", "H", "H", "H", "H", "H", "H", "H", "H", "H", "H", "H", "H", "H", "H", "H", "H", "H", "H", "H", "H", "H", "H"],
  "xyz": [[-4.322, -17.396, -4.288], [-5.734, -17.608, -7.479], [-4.838, -17.783, -5.952], [-5.880, -18.447, -9.155], [-8.287, -16.878, -7.991], [-5.352, -15.850, -8.184], [-6.449, -15.400, -8.891], [-6.818, -17.697, -9.884], [-7.634, -17.715, -7.107], [-5.396, -15.917, -3.810], [-1.622, -18.021, -5.062], [-8.408, -19.340, -5.241], [-6.173, -14.214, -9.438], [-7.121, -13.455, -10.271], [-8.588, -18.347, -6.356], [-5.481, -19.517, -9.908], [-4.467, -20.489, -9.395], [-3.520, -19.735, -2.913], [-3.540, -20.595, -1.824], [-2.043, -14.061, -8.546], [-5.223, -15.463, -2.511], [-1.939, -16.097, -3.642], [-5.625, -18.776, -2.194], [-4.596, -20.557, -0.919], [-3.054, -14.445, -6.304], [-6.173, -19.456, -11.100], [-8.594, -18.533, -3.937], [-2.970, -14.982, -7.741], [-2.431, -16.412, -7.838], [-4.343, -14.922, -8.338], [-2.467, -17.099, -4.429], [-0.250, -17.891, -4.929], [-3.284, -20.446, -10.361], [-9.518, -20.407, -5.342], [-6.738, -13.651, -2.955], [-6.929, -14.120, -4.246], [-10.617, -16.216, -8.599], [-4.566, -18.836, -3.101], [-7.942, -17.831, -12.093], [-7.003, -18.313, -11.060], [-5.166, -21.858, -9.400], [-4.851, -13.870, -9.078], [-9.826, -17.850, -6.749], [-5.902, -14.333, -2.086], [0.289, -16.854, -4.175], [-0.561, -15.976, -3.518], [-7.063, -20.060, -5.289], [-4.011, -20.129, -7.963], [-9.617, -16.948, -7.797], [-5.638, -19.658, -1.122], [-6.259, -15.252, -4.679], [-7.559, -16.410, -9.289], [-2.027, -18.828, -5.662], [-2.077, -14.519, -5.829], [-11.574, -16.232, -8.093], [-2.580, -15.393, -3.134], [-10.783, -18.129, -6.334], [-7.018, -20.714, -4.417], [-3.538, -19.143, -7.933], [-7.202, -13.903, -11.271], [1.361, -16.737, -4.097], [-7.693, -16.829, -12.427], [-9.587, -18.083, -3.906], [-1.414, -16.419, -7.452], [-9.494, -20.947, -6.280], [-6.981, -20.670, -6.192], [-8.310, -15.983, -10.074], [-9.420, -21.132, -4.534], [-2.339, -13.024, -8.475], [-6.044, -21.858, -8.758], [-2.031, -14.354, -9.597], [-7.237, -12.748, -2.627], [-10.732, -16.688, -9.577], [-7.857, -17.731, -3.889], [-2.654, -19.719, -3.566], [-7.921, -18.493, -12.962], [-3.353, -13.403, -6.325], [-4.483, -22.630, -9.058], [-5.768, -13.986, -1.065], [-3.049, -17.107, -7.273], [-4.563, -15.993, -1.839], [-6.783, -12.430, -10.385], [-3.272, -20.872, -7.643], [-0.149, -15.177, -2.914], [-4.346, -12.950, -9.370], [-3.786, -14.984, -5.696], [-5.482, -22.103, -10.405], [-2.547, -21.194, -10.095], [-6.417, -15.595, -5.686], [-6.393, -18.029, -2.280], [-8.958, -17.786, -11.711], [-4.854, -20.182, -7.259], [-6.236, -19.364, -5.219], [-7.609, -13.582, -4.892], [-2.377, -16.718, -8.881], [-10.503, -19.956, -5.226], [-10.313, -15.180, -8.758], [-1.022, -14.137, -8.158], [-3.610, -20.643, -11.383], [0.402, -18.595, -5.436], [-8.126, -13.450, -9.823], [-2.709, -21.267, -1.671], [-6.124, -20.142, -11.931], [-4.610, -21.222, -0.075], [-2.811, -19.460, -10.348], [-6.468, -19.614, -0.412], [-8.486, -19.209, -3.087]],
  "forces_ev_per_a": [[-0.163, -0.194, -0.467], [0.897, -0.250, 1.384], [-0.553, 0.082, -0.856], [-0.225, 0.378, -0.217], [-0.346, 0.271, -0.577], [-0.105, -0.182, -0.003], [-0.144, 0.166, -0.303], [-0.043, -0.142, -0.048], [0.048, 0.213, -0.085], [-0.012, 0.168, 0.030], [-0.246, 0.126, 0.048], [-0.093, -0.113, -0.064], [0.887, -0.004, 0.470], [-0.657, -0.079, -0.241], [-0.683, 0.280, -0.250], [-0.464, 0.674, -0.081], [-0.251, 0.002, 0.269], [0.269, -0.083, 0.050], [0.000, 0.023, -0.078], [0.178, -0.393, -0.052], [-0.004, 0.063, 0.147], [0.321, 0.286, 0.218], [0.218, -0.295, 0.165], [-0.088, 0.203, -0.583], [0.017, -0.277, -0.092], [-0.099, 0.143, 0.020], [0.084, -0.362, -0.216], [0.004, -0.056, -0.067], [0.041, 0.431, -0.029], [-0.534, 0.629, -0.152], [0.357, -0.498, -0.083], [0.067, -0.118, -0.293], [0.035, 0.077, -0.175], [-0.175, 0.334, 0.338], [0.079, 0.006, 0.166], [-0.040, 0.024, 0.045], [0.107, 0.240, -0.236], [-0.069, 0.179, 0.292], [-0.098, -0.126, -0.380], [0.538, -0.368, 0.498], [0.311, 0.080, 0.029], [-0.454, -0.090, -0.292], [0.156, 0.019, -0.154], [0.090, 0.133, 0.400], [-0.258, 0.000, 0.087], [0.170, 0.248, 0.025], [-0.345, 0.150, 0.197], [-0.261, -0.314, -0.537], [0.640, -0.637, 0.707], [-0.441, 0.070, 0.374], [-0.013, -0.008, -0.004], [0.648, -0.628, 0.692], [-0.023, -0.012, -0.017], [0.007, 0.021, 0.021], [-0.118, 0.001, 0.021], [-0.058, 0.135, 0.082], [0.105, 0.062, -0.086], [0.176, -0.112, -0.100], [0.093, -0.037, 0.010], [0.018, 0.133, 0.202], [0.016, -0.031, 0.048], [0.148, 0.164, -0.042], [0.036, -0.029, 0.039], [0.003, -0.220, 0.165], [0.072, -0.068, -0.253], [0.055, -0.008, 0.019], [-0.206, 0.220, -0.253], [0.143, 0.040, 0.018], [-0.064, 0.289, 0.037], [-0.080, 0.001, 0.099], [0.072, 0.058, 0.006], [-0.041, -0.060, 0.013], [-0.066, 0.025, -0.004], [0.026, 0.060, 0.149], [-0.128, -0.126, 0.087], [-0.017, 0.108, 0.197], [-0.046, 0.191, 0.041], [0.088, -0.125, 0.043], [-0.016, -0.004, -0.169], [0.191, -0.098, 0.036], [0.007, 0.028, 0.197], [0.028, 0.058, -0.023], [-0.103, 0.205, 0.060], [-0.033, -0.047, -0.025], [-0.179, -0.457, 0.146], [0.114, 0.057, -0.100], [-0.072, -0.167, -0.200], [0.155, -0.128, 0.080], [0.005, -0.086, -0.231], [-0.197, 0.076, -0.054], [-0.153, -0.094, 0.068], [0.127, -0.016, -0.021], [0.119, -0.086, -0.016], [0.044, -0.109, -0.168], [-0.074, -0.093, -0.123], [-0.015, -0.065, -0.043], [-0.073, -0.063, -0.003], [-0.142, -0.016, -0.031], [0.039, -0.037, 0.046], [-0.068, 0.087, 0.080], [0.319, 0.029, -0.178], [0.001, -0.077, 0.022], [0.075, -0.007, 0.048], [0.012, -0.101, 0.213], [0.028, -0.074, 0.005], [0.324, -0.022, -0.229], [0.027, 0.147, 0.037]],
  "lowdin_charge": [1.396, 1.137, -0.518, -0.023, 0.040, 0.001, 0.044, 0.071, 0.005, -0.333, -0.118, -0.519, -0.205, 0.020, -0.162, -0.176, -0.529, -0.065, -0.028, -0.027, -0.098, -0.096, -0.103, -0.014, -0.002, 0.095, -0.008, -0.518, -0.026, -0.164, -0.340, -0.040, -0.007, -0.019, -0.024, -0.039, 0.022, -0.315, 0.025, -0.193, -0.005, 0.095, 0.082, -0.025, -0.019, -0.030, -0.033, -0.035, -0.203, -0.034, -0.099, -0.430, 0.108, 0.095, 0.104, 0.106, 0.138, 0.107, 0.056, 0.111, 0.127, 0.102, 0.101, 0.100, 0.098, 0.092, 0.122, 0.105, 0.086, 0.092, 0.106, 0.129, 0.105, 0.066, 0.098, 0.110, 0.106, 0.103, 0.131, 0.023, 0.118, 0.103, 0.117, 0.127, 0.143, 0.046, 0.094, 0.102, 0.070, 0.087, 0.099, 0.066, 0.025, 0.120, 0.102, 0.086, 0.099, 0.108, 0.099, 0.127, 0.103, 0.125, 0.143, 0.125, 0.095, 0.130, 0.099]
}